1) 42
Properties=species:S:1:pos:R:3:mulliken_charge:R:1 method="wB97M-V/def2-TZVPD" lumo_energy_ev=0.701 homo_lumo_gap_ev=9.55 e_homo_ev=-8.85 smiles=COCCNCCOC.CO.CO.CO
O -1.65329 -0.77171 1.96089 -0.394
O 0.51391 -2.94222 -2.93797 -0.304
O 2.24380 1.25206 2.14042 -0.406
O -2.63596 1.66062 -3.21629 -0.551
O 0.02061 3.36111 0.15639 -0.504
N -0.20414 -2.63853 0.38751 -0.470
C 1.05351 -3.27938 -1.68792 -0.531
C -0.74445 -0.34758 0.93931 0.423
C 2.58440 1.89449 3.31676 -0.703
C -2.00999 0.17451 3.04403 -0.717
C -1.66968 2.40183 -2.45159 -0.492
C 1.52473 -3.08200 -3.98265 -0.823
C -0.09999 -3.56016 -0.72980 -0.597
C -0.77746 -1.33894 -0.17495 -0.808
C 0.04376 3.94889 1.43170 -0.378
H -2.71536 -0.26902 3.74677 0.279
H 0.52026 2.54182 0.12953 0.296
H -0.00351 -4.59463 -0.40017 0.359
H -0.90248 -2.89804 1.06947 0.258
H -1.07508 -3.48741 -1.21148 0.387
H 1.71504 -4.14561 -1.69924 0.447
H 2.13858 0.32637 2.37199 0.245
H -0.42768 4.93134 1.40655 0.288
H -1.79155 -1.48226 -0.54801 0.299
H 2.10629 1.43210 4.18030 0.288
H 2.49093 -2.59683 -3.84417 0.327
H -1.84222 3.38769 -2.88335 0.387
H -2.56376 1.05291 2.71261 0.301
H -0.43503 3.26024 2.12784 0.152
H -2.46245 1.66739 -4.16046 0.303
H -0.23947 -1.02376 -1.06901 0.508
H 1.78431 -4.10887 -4.24006 0.317
H -0.64404 2.04604 -2.54940 0.203
H -1.14186 0.58888 3.55662 0.223
H 1.63608 -2.45536 -1.27595 0.345
H 1.05516 -2.69405 -4.88658 0.275
H -0.85354 0.69230 0.63133 0.237
H 2.39878 2.96853 3.32548 0.243
H 0.21754 -0.26661 1.44539 -0.313
H 3.64187 1.72231 3.51730 0.315
H 1.07695 4.09769 1.74554 0.138
H -1.87356 2.57371 -1.39471 0.147


2) 42
Properties=species:S:1:pos:R:3:mulliken_charge:R:1 method="wB97M-V/def2-TZVPD" lumo_energy_ev=0.221 homo_lumo_gap_ev=8.94 e_homo_ev=-8.72 smiles=CC1(C)CCCC(C)(C)N1O.O.O.O.O
O 2.34082 -2.96345 3.13577 -0.618
O 6.35769 -0.17465 0.62898 -0.678
O 3.57211 -0.72610 0.57435 -0.698
O 3.50567 -3.29364 -0.71196 -0.613
O -0.01687 1.92258 0.44401 -0.480
N -1.24140 1.22222 0.32624 0.038
C -0.03616 -0.72663 -0.72839 -1.578
C -3.27330 -0.44540 -0.81025 -0.579
C -2.33572 -0.96433 0.26655 -1.308
C -2.08555 1.81158 -0.70128 1.588
C -3.41316 1.05501 -0.67628 -1.320
C -1.50068 1.79089 -2.13802 -1.439
C -0.36784 -0.53868 1.72029 -1.799
C -2.35395 3.26542 -0.29685 -2.006
C -0.98803 -0.22703 0.36591 1.822
H -0.41570 1.92182 -2.13557 0.207
H -4.25441 -0.90461 -0.65371 0.394
H 2.88476 -0.13863 0.90209 0.305
H -0.26362 -1.62259 1.83929 0.282
H -3.04168 3.77687 -0.96558 0.413
H -3.92527 1.27752 0.26865 0.387
H 0.63178 -0.10963 1.80595 0.328
H -2.96376 -0.76093 -1.81028 0.325
H 0.94797 -0.25546 -0.66221 0.309
H -1.91677 2.60355 -2.73254 0.445
H -2.11360 -2.02430 0.12882 0.442
H 6.50208 -1.11591 0.48952 0.322
H -1.71901 0.85745 -2.65455 0.344
H 0.12576 -1.79648 -0.57298 0.436
H 4.38119 -3.56011 -1.00005 0.301
H -1.41577 3.81894 -0.22759 0.402
H 6.81538 0.26314 -0.09430 0.319
H -2.76037 3.28421 0.71933 0.444
H 2.52646 -2.12007 2.71155 0.318
H 0.45909 1.82686 -0.39575 0.376
H 3.60787 -2.41196 -0.32622 0.400
H -0.41367 -0.59478 -1.73837 0.265
H -2.85144 -0.87732 1.22856 0.386
H 1.66944 -3.36555 2.57760 0.320
H 4.41064 -0.28699 0.78447 0.329
H -4.09155 1.47688 -1.42566 0.396
H -0.97946 -0.16972 2.54048 0.472


3) 42
Properties=species:S:1:pos:R:3:mulliken_charge:R:1 method="wB97M-V/def2-TZVPD" lumo_energy_ev=-0.139 homo_lumo_gap_ev=8.20 e_homo_ev=-8.34 smiles=CC1(C)CCCC(C)(C)N1O.O.O.O.O
O 4.27393 4.19578 -2.12739 -0.593
O 2.72778 1.44176 -1.00362 -0.538
O -0.19405 0.85092 -0.16573 -0.376
O 3.15295 -0.88831 -2.68941 -0.650
O 0.53285 3.47913 -1.02141 -0.554
N -0.98205 -0.07864 0.60021 0.029
C -1.96244 -2.52628 1.47532 -0.746
C -2.85412 0.31992 -0.93226 -1.797
C 0.47450 0.20747 2.51877 -2.204
C -1.91709 -0.73502 -0.31166 1.733
C -0.12397 -0.82604 1.50242 1.540
C -0.96907 -1.79442 2.35955 -1.081
C 1.11164 -1.53061 0.84384 -1.386
C -2.83935 -1.57062 0.63521 -1.053
C -1.37610 -1.65089 -1.39279 -2.127
H -3.39321 -2.32622 0.06435 0.427
H -2.07518 -1.88802 -2.19824 0.474
H 4.65551 4.98908 -2.52040 0.300
H 2.63626 -0.28549 -2.12792 0.386
H -0.32462 -2.56709 2.78004 0.396
H 1.99404 -0.89539 0.85461 0.306
H -1.44161 -1.18930 3.13420 0.380
H -3.55684 -1.06511 1.27608 0.406
H 0.91445 -0.33277 3.35216 0.431
H 0.86862 -1.68538 -0.20609 0.326
H 4.06494 -0.62548 -2.53873 0.290
H 1.21495 0.83995 2.02507 0.499
H -2.64465 0.43682 -2.00105 0.350
H 3.40607 4.46466 -1.81565 0.271
H -3.87406 -0.07493 -0.96327 0.460
H 3.35295 2.11662 -1.30144 0.237
H -0.30697 0.90638 2.83749 0.477
H 1.91773 1.91951 -0.74710 0.339
H -2.90973 1.28646 -0.44030 0.358
H 1.17338 4.17567 -0.84156 0.265
H -1.40533 -3.28202 0.91671 0.276
H 1.31000 -2.44202 1.40156 0.275
H -0.10891 1.56393 0.47753 0.380
H -2.64529 -3.13669 2.08139 0.384
H -0.31936 3.87256 -0.79506 0.284
H -0.59546 -1.05228 -1.88280 0.490
H -0.96311 -2.61761 -1.11261 0.338


Which is less stable than every other structure shown? 1) is.